Formula: C35H21Cl7IrN4O3
Source: the Open Molecules 2025 dataset
Level of theory: wB97M-V/def2-TZVPD

Geometry as XYZ:
```
71
Properties=species:S:1:pos:R:3:lowdin_charge:R:1
Ir 1.00919 -0.64824 -0.24472 1.414
C 1.56351 2.20031 -3.45250 -0.002
C 2.90950 2.49479 -3.32015 -0.013
C 3.67134 1.79002 -2.39929 0.023
C 3.06488 0.80888 -1.64418 -0.181
N 1.75418 0.54528 -1.75972 -0.017
C 1.00952 1.22564 -2.64040 -0.061
C 3.74982 -0.03231 -0.65983 -0.159
C 5.10071 -0.31638 -0.66079 0.041
C 5.59087 -1.20875 0.28021 -0.002
C 4.72494 -1.80249 1.18015 -0.003
C 3.38367 -1.47507 1.13003 -0.185
N 2.92942 -0.58828 0.24203 0.014
C 2.32865 -2.09237 1.93868 -0.186
C 2.55338 -2.90585 3.03078 0.032
C 1.47080 -3.50013 3.66108 -0.006
C 0.19154 -3.24979 3.19292 -0.002
C 0.03734 -2.38961 2.12040 -0.084
N 1.08671 -1.83726 1.50390 -0.015
H 0.93722 2.71350 -4.16828 0.123
H 3.36390 3.27521 -3.91580 0.124
H 4.71815 2.01818 -2.25615 0.125
H -0.04201 0.98095 -2.67619 0.084
H 5.75092 0.12461 -1.40166 0.128
H 6.64205 -1.46365 0.28936 0.129
H 5.08349 -2.54378 1.87803 0.123
H 3.55666 -3.07977 3.39186 0.124
H 1.62928 -4.14503 4.51486 0.126
H -0.67712 -3.70402 3.64839 0.125
H -0.94131 -2.12058 1.74677 0.112
Cl -0.61054 -7.50776 0.33815 0.704
C 0.08676 -6.00122 -0.10444 -0.714
C -0.72111 -4.90391 -0.37491 -0.703
Cl -2.42954 -5.01887 -0.24670 0.720
C -0.13435 -3.69869 -0.73488 -0.601
Cl -1.08723 -2.28235 -1.00390 0.776
C 1.24183 -3.51272 -0.83289 -0.467
O 1.79513 -2.33872 -1.13941 -0.259
C 2.03367 -4.63079 -0.54160 -0.591
Cl 3.75042 -4.44050 -0.60373 0.760
C 1.47203 -5.85359 -0.18777 -0.695
Cl 2.49274 -7.18937 0.15548 0.714
Cl -4.05259 4.80123 0.72240 0.759
C -3.59426 4.41598 -0.91247 -0.566
C -3.49607 5.48247 -1.79346 -0.115
C -3.21596 5.27926 -3.13030 -0.090
C -3.02645 3.98536 -3.58488 -0.120
C -3.10150 2.93178 -2.69870 -0.556
Cl -2.85627 1.31564 -3.33034 0.719
C -3.39020 3.09054 -1.32713 -0.288
N -3.50357 1.96123 -0.54899 0.069
C -3.58337 1.82169 0.86746 -0.255
C -4.74028 1.29223 1.41696 -0.015
C -4.86238 1.13763 2.79085 -0.071
C -3.81205 1.50366 3.61757 -0.074
C -2.63868 1.99641 3.06240 -0.033
C -2.50247 2.15085 1.68886 -0.192
C -1.16778 2.59529 1.11878 -0.027
C -0.43671 1.43628 0.49193 -0.594
O 0.63437 0.98510 1.06032 -0.109
O -0.82896 0.86618 -0.53921 -0.105
H -3.65848 6.48108 -1.41160 0.106
H -3.15699 6.11521 -3.81324 0.108
H -2.82775 3.78639 -4.62957 0.105
H -3.34448 1.10481 -1.04870 0.072
H -5.55269 1.01781 0.75580 0.121
H -5.78071 0.74841 3.21063 0.107
H -3.89631 1.39284 4.69094 0.106
H -1.80927 2.26336 3.70755 0.117
H -0.53669 2.96750 1.92331 0.125
H -1.30244 3.37825 0.36962 0.123
```

Computed properties:
E_LUMO, eV: -4.008
Charge: +1
Spin multiplicity: 1
Energy relative to the best compared isomer or geometry (same formula, charge and spin), kJ/mol: 0.0
E_tot, eV: -139231.8378
HOMO, hartree: -0.3638

Formula: C35H21F15FeGeN4S2
Source: the Open Molecules 2025 dataset
Level of theory: wB97M-V/def2-TZVPD

Geometry as XYZ:
```
79
Properties=species:S:1:pos:R:3:mulliken_spin:R:1
Fe -0.51228 -0.87609 -0.22623 0.136
C -6.00219 0.42765 1.84380 0.003
C -4.87592 1.43648 1.68285 -0.001
N -3.57204 0.88932 2.05630 0.009
C -2.87152 0.09881 1.24486 -0.042
S -1.28411 -0.46169 1.85569 0.435
N -3.31279 -0.24689 0.07301 0.025
N -2.40129 -1.07856 -0.54190 -0.016
C -2.83063 -2.11242 -1.16455 0.017
C -4.26707 -2.41790 -1.41327 -0.003
C -1.76300 -3.07943 -1.46897 -0.021
C -1.97446 -4.28335 -2.11199 0.001
C -0.91955 -5.18112 -2.21556 -0.004
C 0.30671 -4.84247 -1.67637 0.002
C 0.44526 -3.61086 -1.05345 -0.018
N -0.56322 -2.75217 -0.94065 0.021
H -6.94903 0.87650 1.54386 0.000
H -6.09015 0.10384 2.88075 0.000
H -5.82589 -0.44645 1.21807 -0.001
H -5.04153 2.30703 2.31523 0.001
H -4.81077 1.78251 0.65063 0.001
H -3.13865 1.17693 2.91670 -0.002
H -4.87956 -1.54696 -1.20365 0.001
H -4.59401 -3.24302 -0.77641 0.000
H -4.41270 -2.72209 -2.45083 0.000
H -2.94850 -4.52311 -2.51309 -0.001
H -1.06221 -6.13555 -2.70459 0.000
H 1.15097 -5.51527 -1.72207 0.000
H 1.38672 -3.30888 -0.61922 -0.001
C -1.00246 -2.84048 -5.13693 0.000
C -0.20722 -1.95555 -4.21644 0.006
C 1.15346 -2.17982 -4.01112 -0.002
C 1.91498 -1.32618 -3.22807 0.002
C 1.32437 -0.21757 -2.63414 -0.005
C -0.03673 0.01470 -2.81824 0.044
C -0.79351 -0.85547 -3.59938 -0.002
H -0.97435 -2.45535 -6.15771 0.000
H -2.04978 -2.88831 -4.83620 0.000
H -0.60193 -3.85413 -5.15776 0.000
H 1.62663 -3.02981 -4.48955 0.000
H 2.97619 -1.51128 -3.11041 0.001
H 1.91979 0.49728 -2.08372 -0.003
H -0.47953 0.91755 -2.42418 -0.027
H -1.84456 -0.64465 -3.76381 0.000
F 1.58923 4.35830 3.38138 0.000
C 1.79471 4.72627 2.11222 0.009
C 1.79303 3.78546 1.09698 -0.025
C 2.02851 4.24576 -0.18841 -0.006
F 2.06857 3.36248 -1.20063 0.009
C 2.24918 5.57720 -0.47529 -0.004
F 2.47640 5.98060 -1.71971 0.000
C 2.23433 6.49538 0.56366 0.000
F 2.44030 7.77680 0.31369 0.000
C 2.00917 6.07133 1.86332 0.002
F 2.00107 6.95274 2.85542 0.000
Ge 1.46320 1.88946 1.33661 -0.011
S -0.39256 1.48252 0.20410 0.465
C 1.28013 1.37036 3.20874 0.017
C 0.17159 1.81391 3.91411 -0.029
F -0.69730 2.64421 3.31989 -0.003
C -0.07993 1.44415 5.21774 0.004
F -1.16465 1.87895 5.85346 0.000
C 0.81005 0.59749 5.86171 0.000
F 0.58634 0.23293 7.11214 0.000
C 1.93473 0.14191 5.19551 0.002
F 2.79224 -0.66168 5.81172 0.000
C 2.15216 0.53482 3.88501 0.012
F 3.25417 0.06580 3.28616 0.000
C 2.93923 0.84825 0.55862 0.002
C 2.77439 -0.49255 0.28370 -0.005
F 1.56188 -1.09640 0.52178 0.004
C 3.77061 -1.30396 -0.21402 0.000
F 3.55943 -2.60081 -0.44955 0.000
C 5.01180 -0.74916 -0.47664 0.001
F 5.97973 -1.50055 -0.97072 0.000
C 5.22632 0.59567 -0.22481 0.000
F 6.40980 1.13063 -0.47754 0.000
C 4.19702 1.36571 0.29404 0.001
F 4.46325 2.65030 0.53426 0.000
```

Computed properties:
E_LUMO (alpha / beta), eV: -3.639 / -4.693
Charge: +1
Spin multiplicity: 2
Energy relative to the best compared isomer or geometry (same formula, charge and spin), kJ/mol: 0.0
E_tot, eV: -195924.5754
HOMO (alpha / beta), hartree: -0.4096 / -0.4214
Expectation value of S²: 1.2473

Formula: C35H23Br2I2N4O3RbS
Source: the Open Molecules 2025 dataset
Level of theory: wB97M-V/def2-TZVPD

Geometry as XYZ:
```
71
Properties=species:S:1:pos:R:3:lowdin_charge:R:1
Rb 0.48173 0.57496 0.20241 0.715
Br 2.32514 -0.66320 5.89952 0.683
C 1.03546 -1.60954 4.87132 -0.613
C -0.13060 -2.03827 5.49889 -0.210
C -1.09684 -2.71947 4.80689 -0.648
Br -2.67254 -3.27515 5.73312 0.672
C -0.93097 -2.99379 3.42715 -0.202
C -1.87345 -3.67667 2.62408 -0.043
C -1.60555 -3.89699 1.30164 -0.054
C -0.38375 -3.43204 0.78291 -0.152
N 0.49781 -2.78333 1.49459 0.131
C 0.25550 -2.55741 2.79791 -0.147
C 1.32736 -1.82954 3.50740 -0.478
O 2.36348 -1.45621 2.92193 -0.286
H -0.27182 -1.82284 6.54998 0.082
H -2.80504 -4.00532 3.06764 0.067
H -2.31308 -4.39638 0.65063 0.091
H -0.14949 -3.58293 -0.26542 0.095
C -4.21687 -6.20497 -2.20333 -0.062
C -3.71103 -4.80466 -1.98705 -0.294
C -2.42143 -4.44934 -2.36225 -0.046
C -1.95452 -3.15486 -2.18001 -0.073
C -2.78190 -2.19486 -1.62079 -0.265
C -4.07754 -2.52992 -1.25267 -0.047
C -4.53088 -3.82735 -1.42986 -0.051
S -2.18190 -0.53903 -1.30339 0.506
O -3.26934 0.32806 -1.71589 -0.318
O -1.85157 -0.52193 0.11233 -0.491
N -0.84524 -0.36408 -2.07427 -0.228
C -0.76102 -0.19710 -3.42128 -0.285
C -1.77418 -0.36420 -4.34047 -0.037
C -1.53686 -0.22162 -5.72204 -0.099
C -0.30681 0.09483 -6.21610 -0.081
C 0.76384 0.30651 -5.30791 -0.173
C 2.06106 0.66930 -5.73657 -0.039
C 3.04145 0.88660 -4.81802 -0.066
C 2.72056 0.74189 -3.44949 -0.134
N 1.53851 0.39718 -3.01569 0.114
C 0.55030 0.17265 -3.92274 -0.152
H -3.42908 -6.93998 -2.03508 0.073
H -4.57898 -6.33943 -3.22426 0.076
H -5.04036 -6.43605 -1.52779 0.070
H -1.76583 -5.19635 -2.79435 0.111
H -0.94922 -2.87809 -2.46346 0.112
H -4.71688 -1.77294 -0.82246 0.116
H -5.53814 -4.09024 -1.12619 0.106
H -2.77417 -0.59197 -3.99837 0.097
H -2.36741 -0.37081 -6.40252 0.095
H -0.13167 0.20177 -7.27858 0.093
H 2.25581 0.77583 -6.79892 0.106
H 4.04246 1.17269 -5.11019 0.094
H 3.47742 0.92582 -2.69494 0.079
I 3.61633 0.82265 2.13499 0.916
C 4.38089 2.60849 1.32348 -1.200
I 5.67312 2.39840 -0.36985 0.605
H 4.97388 3.12351 2.07019 -0.053
H 3.53103 3.20019 0.99300 -0.093
N 3.42969 9.51861 5.77078 0.110
C 3.07119 8.65074 5.10267 -0.217
C 2.62704 7.57128 4.27035 -0.268
C 1.86760 7.84092 3.12994 -0.053
C 1.44382 6.80797 2.32282 -0.038
C 1.76358 5.46959 2.61950 -0.272
C 2.52050 5.22184 3.78184 -0.029
C 2.94878 6.25123 4.59186 -0.045
C 1.35233 4.40390 1.78266 -0.274
C 1.04885 3.48296 1.01851 -0.142
H 1.61516 8.86536 2.88364 0.108
H 0.85625 7.00925 1.43667 0.110
H 2.75604 4.19468 4.02983 0.114
H 3.53197 6.03922 5.47913 0.111
```

Computed properties:
E_LUMO, eV: 3.570
Charge: -2
Spin multiplicity: 1
Energy relative to the best compared isomer or geometry (same formula, charge and spin), kJ/mol: 19.1
E_tot, eV: -216549.4751
HOMO, hartree: -0.0844